Entry 1:
DFT (wB97M-V/def2-TZVPD) results for 14 unconnected molecules or ions with the total composition C14H56O14 in a non-equilibrium geometry.

The geometry in XYZ format:
```
84
C14H56O14 | the OMol25 dataset | wB97M-V/def2-TZVPD
C -1.07 0.37 -3.04
O -1.41 -0.96 -3.43
H -1.92 1.00 -2.74
H -0.42 0.36 -2.17
H -0.62 0.89 -3.89
H -2.14 -0.90 -4.06
C 3.57 1.68 1.62
O 4.67 1.65 2.50
H 3.14 0.69 1.45
H 2.80 2.39 1.93
H 3.90 2.12 0.68
H 4.40 1.88 3.39
C 1.71 -2.16 -4.46
O 1.17 -2.11 -3.14
H 1.57 -1.22 -5.00
H 2.79 -2.31 -4.39
H 1.27 -3.01 -4.98
H 0.29 -1.71 -3.21
C -3.10 2.65 -0.35
O -3.70 3.66 -1.17
H -2.08 2.47 -0.69
H -3.08 2.96 0.70
H -3.68 1.74 -0.42
H -3.28 4.49 -0.94
C -3.39 -1.40 -0.53
O -4.71 -1.01 -0.20
H -3.45 -2.40 -0.96
H -2.93 -0.69 -1.22
H -2.79 -1.45 0.38
H -4.73 -0.43 0.58
C 3.39 0.84 -2.61
O 3.30 2.14 -3.18
H 2.45 0.29 -2.69
H 4.16 0.26 -3.13
H 3.63 0.90 -1.55
H 2.94 2.06 -4.07
C -1.38 -0.22 3.43
O -2.06 0.77 2.66
H -0.35 0.09 3.63
H -1.88 -0.40 4.39
H -1.36 -1.19 2.92
H -1.70 1.64 2.95
C -0.44 3.68 2.53
O -1.34 3.28 3.57
H 0.43 4.25 2.89
H -0.04 2.80 2.04
H -0.93 4.31 1.78
H -1.57 4.06 4.08
C 0.67 3.36 -1.71
O 0.91 2.99 -0.35
H 0.73 2.49 -2.36
H -0.28 3.89 -1.82
H 1.50 4.00 -2.02
H 0.39 2.19 -0.16
C 2.45 -3.04 2.25
O 2.00 -2.52 3.50
H 3.27 -2.46 1.82
H 2.73 -4.09 2.33
H 1.62 -2.92 1.56
H 2.74 -2.11 3.95
C -5.63 0.94 3.16
O -4.77 0.39 2.20
H -6.52 1.34 2.67
H -5.94 0.22 3.92
H -5.19 1.81 3.65
H -3.83 0.49 2.45
C -0.11 -4.28 -0.64
O 0.08 -5.12 0.48
H 0.79 -3.68 -0.83
H -0.49 -4.79 -1.52
H -0.83 -3.49 -0.41
H 0.97 -5.46 0.48
C 3.94 -3.09 -1.05
O 3.17 -1.91 -0.99
H 4.60 -3.05 -1.92
H 4.56 -3.17 -0.16
H 3.32 -3.98 -1.16
H 2.49 -1.93 -1.68
C 0.35 -0.51 0.27
O -0.48 0.62 0.33
H 1.11 -0.42 1.06
H -0.19 -1.46 0.39
H 0.88 -0.66 -0.67
H -1.08 0.58 1.10
```

Spin multiplicity = 1
Energy = -1620.1215 a.u.
Net charge = 0

=====

Entry 2:
DFT (wB97M-V/def2-TZVPD) results for a single C4H11NS2 molecule in a non-equilibrium geometry.

The geometry in XYZ format:
```
18
C4H11NS2 | the OMol25 dataset | wB97M-V/def2-TZVPD
C 3.04 0.27 -0.74
C 1.79 -0.58 -0.69
S 1.32 -1.02 1.04
S -0.50 -1.91 0.84
C -1.52 -0.66 -0.13
C -1.65 0.69 0.55
N -2.82 0.74 1.41
H 2.85 1.34 -0.57
H 3.44 0.20 -1.74
H 3.74 -0.09 0.02
H 2.05 -1.53 -1.18
H 0.88 -0.15 -1.11
H -2.51 -1.14 -0.11
H -1.20 -0.73 -1.16
H -1.61 1.44 -0.26
H -0.76 0.87 1.16
H -3.64 0.63 0.83
H -2.90 1.64 1.85
```

Spin multiplicity = 1
Energy = -1010.1208 a.u.
Structure (SMILES) = CCSSCCN
Net charge = 0

=====

Entry 3:
DFT (wB97M-V/def2-TZVPD) results for a molecular structure, C9H12AuN2O4S in a non-equilibrium geometry.

The geometry in XYZ format:
```
29
C9H12AuN2O4S | the OMol25 dataset | wB97M-V/def2-TZVPD
O 0.28 -3.15 -3.08
C 0.32 -2.01 -3.05
Au 0.38 0.08 -2.89
O -2.56 0.05 -4.69
C -1.53 0.03 -4.25
C 2.03 0.07 -4.10
O 3.01 0.10 -4.68
C 0.29 2.15 -3.06
O 0.21 3.29 -3.08
C 2.37 -0.25 1.71
C 1.27 0.75 1.34
N 0.55 0.25 0.14
C -0.78 0.13 0.01
S -1.65 0.42 -1.45
N -1.59 -0.23 1.01
C -1.31 -0.87 2.30
C -1.88 0.03 3.40
H 1.94 -1.25 1.89
H 2.87 0.09 2.63
H 3.13 -0.33 0.92
H 0.55 0.89 2.14
H 1.74 1.72 1.11
H 1.06 0.37 -0.73
H -2.56 -0.21 0.72
H -1.83 -1.84 2.31
H -0.23 -1.04 2.39
H -2.97 0.14 3.29
H -1.67 -0.43 4.37
H -1.43 1.03 3.36
```

Spin multiplicity = 3
Energy = -1293.1961 a.u.
Net charge = +3
⟨S²⟩ = 2.043

=====

Entry 4:
DFT (wB97M-V/def2-TZVPD) results for 3 unconnected molecules or ions with the total composition C2H10N2O3 in a non-equilibrium geometry.

The geometry in XYZ format:
```
17
C2H10N2O3 | the OMol25 dataset | wB97M-V/def2-TZVPD
N -0.89 -1.64 0.70
C -0.14 -0.36 0.87
C 0.76 -0.04 -0.35
N 0.49 -0.80 -1.40
O 1.33 1.04 -0.21
H -1.48 -1.74 1.52
H -1.65 -1.64 0.02
H -0.83 0.48 0.79
H 0.38 -0.45 1.81
H -0.23 -1.49 -1.39
H 0.73 -0.32 -2.26
O -2.87 -0.97 -2.12
H -3.71 -0.52 -2.29
H -2.27 -0.20 -2.25
O 2.00 2.41 2.53
H 1.68 2.26 1.63
H 2.39 3.28 2.45
```

Spin multiplicity = 1
Energy = -417.4298 a.u.
Structure (SMILES) = NCC(N)=O.O.O
Net charge = 0

=====

Entry 5:
DFT (wB97M-V/def2-TZVPD) results for a molecular structure, C10H40CaN13O13 in a non-equilibrium geometry.

The geometry in XYZ format:
```
77
C10H40CaN13O13 | the OMol25 dataset | wB97M-V/def2-TZVPD
Ca -0.27 2.48 3.08
N 0.40 0.12 0.53
O 0.40 1.07 1.32
O -0.07 -0.93 0.86
O 0.55 0.36 -0.63
C 0.18 -2.73 4.41
O -0.82 -1.93 4.97
H -0.15 -3.76 4.52
H 0.08 -2.44 3.36
H 1.19 -2.70 4.81
H -0.76 -2.03 5.92
C -2.47 0.27 2.83
O -1.54 0.58 3.77
H -2.90 -0.63 3.27
H -3.24 1.04 2.82
H -2.11 0.09 1.82
H -0.91 -0.12 3.96
C 2.41 -2.89 -0.34
O 2.81 -1.92 0.59
H 1.39 -3.15 -0.05
H 2.69 -2.54 -1.33
H 3.07 -3.73 -0.14
H 2.00 -1.45 0.83
C -1.61 -4.50 0.26
O -1.68 -3.49 1.32
H -0.83 -4.40 -0.50
H -1.62 -5.54 0.58
H -2.54 -4.35 -0.28
H -1.20 -2.71 1.03
C -2.32 2.87 0.20
O -1.62 3.29 1.07
N -1.98 2.19 -0.90
N -3.63 2.93 0.24
H -2.67 1.82 -1.54
H -1.01 1.91 -0.91
H -4.35 2.62 -0.39
H -4.00 3.68 0.82
C 2.44 0.63 4.31
O 1.31 1.08 4.02
N 2.53 -0.15 5.32
N 3.60 1.02 3.85
H 3.37 -0.41 5.82
H 1.66 -0.41 5.77
H 4.46 0.62 4.19
H 3.53 1.78 3.19
C 2.02 3.88 0.95
O 1.33 3.64 1.92
N 2.73 5.01 0.75
N 2.16 3.06 -0.03
H 2.90 5.61 1.55
H 3.13 5.19 -0.15
H 1.70 2.16 -0.05
H 2.64 3.40 -0.85
C 0.88 -1.95 -3.99
O 0.54 -3.01 -3.50
N 1.18 -0.90 -3.28
N 0.78 -1.69 -5.27
H 1.14 -1.02 -2.28
H 1.39 0.00 -3.68
H 1.09 -0.84 -5.71
H 0.47 -2.48 -5.82
C 0.80 2.12 -4.87
O 1.88 1.66 -5.07
N -0.01 2.61 -5.70
N 0.24 2.09 -3.67
H -0.86 3.09 -5.47
H 0.14 2.42 -6.68
H -0.71 2.41 -3.61
H 0.69 1.58 -2.93
C -3.12 -1.13 -2.43
O -4.05 -0.37 -2.20
N -1.86 -0.90 -2.40
N -3.43 -2.26 -2.98
H -1.38 -0.14 -1.94
H -1.13 -1.57 -2.62
H -4.39 -2.38 -3.27
H -2.70 -2.85 -3.37
```

Spin multiplicity = 2
Energy = -2772.1058 a.u.
Net charge = +2
⟨S²⟩ = 0.768